# C23H27ClF3N2OS

A cluster of 3 separate species, C23H27ClF3N2OS in total (the ωB97M-V functional and the def2-TZVPD basis, the Open Molecules 2025 dataset).

Cartesian coordinates (Å):
Cl 0.459 0.277 1.395
S -0.072 -4.815 1.648
F 2.151 -5.107 -3.061
F -3.971 1.915 -1.302
F 1.059 6.423 3.963
O 2.182 -0.705 -0.258
N 0.690 -2.503 -3.873
N -0.667 -2.114 -2.238
C 1.034 -1.296 -3.325
C -1.743 -2.340 -1.263
C 1.682 2.875 4.089
C 0.193 -1.036 -2.305
C 1.300 4.118 3.604
C 1.930 5.119 5.714
C 2.311 3.870 6.182
C 3.016 -4.023 -3.237
C 2.188 2.747 5.375
C -0.221 -3.496 0.410
C -0.339 -2.974 -3.188
C 1.109 -0.192 -0.164
C 0.203 0.104 -1.350
C 1.367 -3.195 -4.977
C -3.698 2.670 -0.210
C -2.158 3.310 1.488
C -2.450 2.555 0.362
C 1.432 5.216 4.430
C -4.667 3.514 0.289
C -1.494 -3.582 -0.423
C -3.111 4.171 2.013
C -4.359 4.270 1.412
C 2.827 -3.496 -4.644
H 1.863 -0.711 -3.685
H 1.277 -2.575 -5.867
H 2.018 6.007 6.324
H -2.883 4.761 2.890
H 3.472 -2.631 -4.803
H -1.727 1.875 -0.060
H -1.466 -4.475 -1.051
H -5.104 4.939 1.820
H 2.486 1.776 5.747
H -1.187 3.223 1.957
H -1.792 -1.461 -0.622
H 3.154 -4.263 -5.348
H -2.350 -3.702 0.243
H -0.225 -2.583 1.008
H 2.704 3.775 7.185
H 0.912 4.249 2.603
H 0.616 0.981 -1.851
H -0.820 -3.922 -3.362
H -5.633 3.575 -0.194
H 0.109 -5.807 0.773
H -0.801 0.363 -1.028
H 0.824 -4.122 -5.137
H 1.588 2.003 3.457
H 2.760 -3.287 -2.473
H 4.041 -4.350 -3.074
H 0.673 -3.511 -0.212
H -2.692 -2.405 -1.794

Calculated values
Energy relative to the best compared isomer or geometry (same formula, charge and spin) in kJ/mol: 0.00
Electronic energy in eV: -60821.2784
LUMO in eV: -2.88
Max |F| in eV Å⁻¹: 0.99
Gap between HOMO and LUMO in eV: 8.0231
Spin multiplicity: 1
Total charge: +1
HOMO in eV: -10.90